Entry 1:
{
  "formula": "C50H65BNO4S",
  "method": "ωB97M-V/def2-TZVPD",
  "largest_force_ev_per_a": 2.68,
  "homo_energy_ev": -4.00,
  "orbital_gap_ev": 4.13,
  "de_lowest_kcal_mol": 214.17,
  "total_charge": -1,
  "species": ["S", "O", "O", "O", "O", "N", "C", "C", "C", "C", "C", "C", "C", "C", "C", "C", "C", "C", "C", "C", "C", "C", "C", "C", "C", "C", "C", "C", "C", "C", "C", "C", "C", "C", "C", "C", "C", "C", "C", "C", "C", "C", "C", "C", "C", "C", "C", "C", "C", "C", "C", "C", "C", "C", "C", "C", "B", "H", "H", "H", "H", "H", "H", "H", "H", "H", "H", "H", "H", "H", "H", "H", "H", "H", "H", "H", "H", "H", "H", "H", "H", "H", "H", "H", "H", "H", "H", "H", "H", "H", "H", "H", "H", "H", "H", "H", "H", "H", "H", "H", "H", "H", "H", "H", "H", "H", "H", "H", "H", "H", "H", "H", "H", "H", "H", "H", "H", "H", "H", "H", "H", "H"],
  "positions_angstrom": [[-6.259025, 7.110307, 0.971607], [-1.204325, -5.466842, -0.963952], [-8.423532, -7.088284, -2.214180], [-0.594941, -2.575243, -5.410930], [-4.917561, -5.441374, -5.888980], [-6.102339, 3.870240, 4.386321], [-1.262562, -2.615141, -3.159494], [-5.256827, -6.274424, -3.719372], [5.026285, 2.774759, 0.068866], [12.426054, 4.470915, 4.599265], [-1.090996, -4.809437, -1.991181], [-3.435507, -6.729308, -2.188323], [-3.884095, -6.305543, -3.440137], [-8.088183, -6.181949, -4.354639], [-4.353136, -7.121586, -1.214183], [-0.764147, -3.244671, -4.398296], [-5.720963, -7.105022, -1.495419], [0.220357, -6.679543, -5.600656], [-0.469651, 0.280894, 3.620989], [-1.571104, -1.248359, -3.153020], [0.987523, -0.165833, 2.987642], [-9.460501, -6.148259, -4.634490], [-9.912045, -5.637623, -5.852294], [-3.567234, 5.194901, 2.084906], [-5.402836, 3.549992, 3.072775], [-0.611110, -5.443289, -3.236178], [-7.173406, -5.726346, -5.303186], [-1.951496, -2.774510, -0.846216], [0.943148, -0.348021, 1.328675], [-7.629714, -5.208192, -6.521287], [-2.271979, -1.415243, -0.846135], [3.508204, 2.481109, 0.698678], [-0.478546, -4.693235, -4.404072], [2.718943, 1.257273, -0.058051], [-1.315771, 2.791089, 2.840203], [11.406774, 2.992493, 2.653366], [7.316696, 3.924147, 1.106838], [-7.620818, -6.684577, -3.046583], [-6.173771, -6.685436, -2.753097], [-2.074807, -0.651610, -1.996292], [-0.555040, 1.892001, 3.996731], [-1.440419, -3.374930, -2.004292], [-2.943282, 2.599392, 2.790336], [-0.304221, -6.810203, -3.244751], [10.566162, 4.079889, 1.747452], [7.934775, 4.228387, 2.593791], [6.041906, 2.869783, 1.352726], [0.111424, -7.424709, -4.426830], [-4.638488, 7.717367, 1.700829], [-8.998327, -5.159209, -6.791042], [12.816477, 3.680729, 3.211158], [-0.067982, -5.313887, -5.590116], [-3.934345, 6.672066, 2.749404], [1.217127, 1.131353, 0.650927], [9.432054, 4.894724, 2.605782], [-5.723140, -5.790708, -5.033878], [-3.795735, 3.980946, 3.180748], [11.573809, 1.979658, 2.090958], [-2.415122, 5.238166, 1.783406], [10.769232, 2.737380, 3.628335], [0.532083, -7.161161, -6.524806], [-2.983732, 7.176533, 3.211398], [-9.350987, -4.749526, -7.734955], [-1.393283, -0.015024, 2.961370], [-0.169480, -0.633867, 1.051833], [-0.877829, 2.595323, 1.772382], [1.249863, -1.224553, 3.427532], [2.883831, 3.475694, 0.670737], [-5.494853, 2.378148, 2.865806], [9.450283, 6.046003, 2.312389], [-4.897099, 8.712432, 2.301871], [3.273567, 0.226022, -0.046878], [-3.926305, 7.959660, 0.798837], [1.877941, 0.550829, 3.328508], [7.185764, 4.926518, 3.206611], [-0.392272, -7.399353, -2.333605], [-3.162080, -5.996096, -4.194007], [-3.509577, 4.274814, 4.293035], [-4.004020, -7.442777, -0.235191], [13.598925, 2.848011, 3.467913], [6.972519, 4.925564, 0.594022], [2.517366, 1.562660, -1.193701], [-4.185460, 4.949598, 1.121564], [-5.961690, 4.105272, 2.177914], [8.037065, 3.370475, 0.368926], [0.024294, -4.737432, -6.509128], [9.796078, 4.867638, 3.742200], [6.418727, 1.833594, 1.761395], [11.831254, 5.448026, 4.264667], [-3.220975, 2.343265, 1.663525], [-6.921961, -4.837688, -7.261022], [5.342566, 1.927483, -0.694973], [-1.064605, 3.925610, 3.098957], [13.343164, 4.854135, 5.221428], [-2.369565, -6.748989, -1.971997], [-2.105460, -3.362917, 0.056933], [1.708378, -1.144580, 0.933662], [-1.424431, -0.646910, -4.048637], [1.197866, 1.910104, 1.553372], [13.288146, 4.411293, 2.394834], [-3.335132, 1.671357, 3.421128], [11.737429, 3.807233, 5.277349], [11.353098, 4.875372, 1.347461], [0.344986, -8.487129, -4.432894], [4.981663, 3.825156, -0.449591], [-1.202782, 1.967645, 4.991463], [-10.978191, -5.607958, -6.066245], [-2.673613, -0.952208, 0.052621], [-6.430629, -7.415907, -0.730349], [10.167392, 3.505271, 0.809578], [-6.143264, 4.918335, 4.448118], [5.422762, 3.363642, 2.245964], [-0.565776, -0.296328, 4.653432], [7.954269, 3.204732, 3.197398], [3.658440, 2.149041, 1.833132], [-4.738261, 6.437508, 3.596065], [-6.773701, 6.146245, 1.853745], [-5.421238, 3.560847, 5.133378], [-10.179855, -6.514820, -3.904283], [0.483532, 2.386558, 4.214461], [0.384482, 1.485354, -0.093455], [-2.317548, 0.408810, -1.994360]],
  "forces_ev_per_angstrom": [[0.150, -0.371, 0.499], [0.360, 0.418, -0.370], [0.406, 0.214, -0.498], [-0.061, -0.507, 0.592], [-0.509, -0.216, 0.484], [0.171, 0.214, 0.199], [-0.170, 0.510, 0.186], [0.462, -0.076, 0.358], [-0.546, -0.080, 1.072], [-0.079, 1.015, -0.707], [0.097, -0.161, 1.164], [-0.256, -0.195, -0.403], [-0.006, -0.109, 0.322], [-0.491, 0.147, -0.434], [-0.437, 0.038, -0.221], [0.100, 1.053, -1.150], [0.354, -0.011, 0.113], [-0.105, 0.334, 0.148], [0.756, 0.567, 1.172], [-0.105, 0.087, 0.248], [-0.038, -1.186, -0.444], [-0.091, 0.127, -0.286], [0.221, -0.110, 0.280], [1.617, 1.319, -0.396], [-0.486, -0.492, -0.399], [0.278, -0.492, -0.291], [-0.534, 0.160, -0.369], [-0.083, 0.293, -0.003], [-0.744, 1.378, 0.450], [-0.336, 0.019, -0.097], [0.101, -0.349, -0.064], [0.784, -0.977, -0.180], [0.188, -0.601, -0.344], [-1.378, 1.113, -0.322], [0.101, 0.231, 0.484], [-0.068, 0.529, 0.720], [-0.651, -0.958, 0.536], [-0.839, -0.480, 1.041], [0.433, -0.090, 0.394], [0.134, -0.233, -0.232], [-1.056, 0.063, -0.250], [-0.230, 0.370, 0.334], [0.754, -0.915, -1.164], [0.170, -0.099, -0.345], [0.793, 0.001, -0.070], [0.116, -0.085, -0.024], [-0.157, 1.688, 0.220], [-0.124, 0.218, 0.232], [0.779, 0.545, 1.523], [0.342, -0.077, 0.176], [-0.467, -0.493, 0.498], [0.064, -0.308, -0.004], [-1.018, -0.832, -0.672], [0.709, 0.280, 0.650], [0.326, -0.077, 0.889], [1.062, 0.429, -0.964], [-0.567, -1.213, -1.961], [-0.134, 2.056, 0.916], [-2.202, 0.103, 0.266], [1.273, 0.413, -2.152], [-0.056, 0.106, 0.167], [-1.847, -0.969, -0.780], [0.085, -0.075, 0.168], [1.912, 0.562, 1.102], [2.387, 0.177, 0.550], [-0.554, 0.238, 2.075], [-0.492, 1.950, -0.766], [1.083, -2.088, 0.067], [-0.156, 2.287, 0.409], [-0.330, -2.505, 0.377], [0.669, -1.977, -1.459], [-0.835, 2.094, 0.148], [-1.499, -0.509, 1.695], [-2.062, -1.365, -0.839], [1.606, -1.435, -1.465], [0.043, 0.263, -0.147], [-0.296, -0.049, 0.037], [0.213, 0.475, 0.928], [-0.064, 0.075, -0.181], [-1.439, 1.522, -0.579], [0.503, -2.032, 1.025], [0.715, -0.711, 2.347], [1.087, 0.821, 1.603], [0.867, -1.212, 1.858], [-1.012, 1.234, 1.549], [-0.073, 0.017, 0.336], [-0.807, 0.126, -2.446], [-0.662, 1.967, -1.051], [1.131, -2.122, 0.958], [0.501, 0.245, 2.004], [-0.034, -0.149, 0.300], [-0.646, 1.853, 1.559], [-0.607, -2.273, -0.551], [-1.633, -0.912, -1.266], [-0.749, -0.238, -0.030], [0.118, 0.027, -0.298], [-1.542, 1.505, 0.790], [0.010, -0.304, 0.141], [-0.031, -1.633, -2.040], [-1.073, -1.597, 1.861], [1.058, 1.700, -1.085], [1.392, 1.297, -1.330], [-1.656, -1.675, 0.749], [-0.052, 0.196, 0.022], [0.307, -2.115, 0.788], [1.339, 0.031, -2.114], [0.194, -0.009, 0.061], [0.078, -0.074, -0.156], [0.036, 0.105, -0.320], [0.417, 1.321, 1.799], [0.274, -1.408, 0.120], [1.225, -1.116, -1.885], [0.113, 1.070, -2.182], [0.135, 2.067, -1.304], [-0.477, 0.787, -2.389], [1.777, 0.809, -1.591], [1.058, 1.035, -0.520], [-1.010, 0.772, -1.124], [0.321, 0.069, -0.056], [-1.696, -1.263, -0.361], [1.560, -0.918, 1.356], [0.047, -0.204, 0.013]]
}


Entry 2:
{
  "formula": "C2F2N2",
  "method": "ωB97M-V/def2-TZVPD",
  "largest_force_ev_per_a": 6.10,
  "smiles": "N#C/C(F)=N/F",
  "homo_energy_ev": -11.52,
  "orbital_gap_ev": 10.45,
  "de_lowest_kcal_mol": 3.56,
  "total_charge": 0,
  "species": ["F", "F", "N", "N", "C", "C"],
  "positions_angstrom": [[-0.362151, 1.511603, 0.023106], [-2.271161, -0.315654, -0.006236], [2.392305, -0.493697, 0.044636], [-0.998934, -0.771457, 0.042161], [1.298438, -0.165066, -0.031620], [-0.058497, 0.234273, -0.072049]],
  "forces_ev_per_angstrom": [[0.251, -0.306, -0.486], [0.003, 0.683, 0.203], [0.309, -0.052, -0.066], [4.241, 2.897, -1.033], [0.191, 0.017, 0.033], [-4.995, -3.240, 1.348]]
}


Entry 3:
{
  "formula": "C4H10S3",
  "method": "ωB97M-V/def2-TZVPD",
  "largest_force_ev_per_a": 5.09,
  "homo_energy_ev": [-8.50, -8.50],
  "orbital_gap_ev": [6.15, 6.16],
  "de_lowest_kcal_mol": 67.35,
  "total_charge": 0,
  "species": ["S", "S", "S", "C", "C", "C", "C", "H", "H", "H", "H", "H", "H", "H", "H", "H", "H"],
  "positions_angstrom": [[-3.060881, -0.797770, -0.389284], [-4.823328, 0.154291, -0.089774], [-0.856864, 1.269930, -0.126945], [1.782347, 1.197172, 0.150505], [0.816399, -0.681670, -1.075789], [0.548226, 0.166253, 0.129184], [0.463448, -0.607408, 1.441727], [0.675754, -0.119022, -2.054574], [1.984428, 1.508768, -0.824844], [0.275281, -1.746849, 1.280768], [0.148678, -1.535402, -1.034726], [-0.525284, -0.360098, 1.902134], [-4.983425, 0.587509, -1.395823], [1.358279, -0.504281, 1.917501], [1.834759, 2.147260, 0.787072], [1.740967, -1.141530, -1.018107], [2.621219, 0.462839, 0.400975]],
  "forces_ev_per_angstrom": [[1.021, 1.647, 0.376], [0.838, 0.029, -1.150], [-1.706, -1.414, -0.186], [0.620, -1.139, 2.055], [-2.256, 0.434, -1.432], [0.581, 1.938, -0.007], [-4.003, -2.449, -1.981], [0.285, -0.767, 1.286], [0.139, 0.528, -1.711], [0.681, 1.739, -0.161], [-0.565, -0.044, -0.366], [1.443, 0.311, 0.529], [-0.102, -0.232, 0.935], [1.939, 0.384, 2.169], [-0.542, -1.715, -0.380], [2.310, -0.594, 0.015], [-0.682, 1.344, 0.013]]
}